Record 1
The following is a DFT calculation (the ωB97M-V functional and the def2-TZVPD basis) of a molecular structure, C27H40CuN3O2Sb in a non-equilibrium geometry.

The LUMO energy (alpha / beta) is 0.455 / 0.126 eV. As for the expectation value of S²: 0.753. As for the total energy: -3248.2074 a.u. The multiplicity is 2.

Last column: Löwdin spin population.
Cartesian coordinates (Å):
H: 9.19261 -13.95157 -1.98541  0.000
H: 12.31883 -11.20617 -6.10301  0.000
H: 15.88420 -8.52734 1.16114  0.000
C: 17.28077 -9.10251 -0.31185  -0.001
H: 11.22464 -14.33653 1.22333  0.000
H: 7.57735 -9.82931 0.79477  0.000
H: 14.88326 -17.15025 -0.51974  0.000
C: 7.45191 -10.14737 -0.25398  0.000
C: 12.06001 -12.56010 -4.53546  -0.001
O: 12.40416 -11.78639 -0.99590  0.048
C: 12.48163 -10.30960 -2.85207  0.004
H: 6.77346 -14.31622 -2.46876  0.000
H: 11.67717 -13.36159 -5.14899  0.000
H: 8.55297 -13.69237 3.44249  0.000
H: 7.42742 -11.92512 2.19225  0.000
H: 6.70127 -13.07810 1.04854  0.000
C: 12.26173 -11.29294 -5.05500  0.003
C: 7.02687 -13.89178 -1.47597  0.000
H: 14.69723 -14.13933 2.84852  0.000
H: 8.69402 -15.07055 -0.72565  0.000
O: 15.39482 -12.70126 -0.71451  0.018
H: 11.66671 -13.52203 3.48523  0.000
N: 13.05323 -14.42785 -1.51197  0.051
H: 17.45556 -11.93349 -2.12668  0.000
H: 17.87653 -8.19825 -0.18056  0.000
H: 12.68238 -9.50220 -2.16719  0.000
C: 12.37787 -10.16817 -4.19828  -0.001
H: 6.55073 -10.75606 -0.30672  0.000
H: 13.60246 -16.98416 1.53965  0.001
H: 12.59579 -16.46406 -1.31143  0.000
C: 12.43834 -14.12438 -2.61734  0.003
H: 11.95941 -14.89084 -3.23329  0.003
H: 12.93754 -11.11137 3.20814  0.002
H: 18.69674 -9.87528 -1.74843  0.000
H: 12.38024 -9.20791 -4.72485  0.000
C: 14.10540 -16.07228 1.15115  0.002
C: 12.35494 -11.62026 -2.27234  0.001
H: 8.38810 -11.26094 -1.87002  0.000
C: 15.98257 -11.59704 -0.60034  0.001
Sb: 9.30241 -12.66195 0.26122  0.000
H: 8.30448 -14.91724 2.12661  0.000
H: 14.11283 -10.03749 1.96011  0.003
H: 7.24932 -9.22420 -0.83594  0.000
C: 8.47269 -14.10174 -1.14811  0.000
C: 12.76195 -11.94810 2.52196  0.006
C: 16.19308 -9.33530 0.49763  0.000
N: 13.29103 -14.87294 1.49711  0.053
H: 12.99627 -13.01352 4.35827  0.000
C: 14.43908 -10.85261 1.29047  0.005
H: 11.51993 -15.76498 2.34066  0.001
C: 13.47103 -15.86857 -1.46837  0.004
H: 6.84204 -12.80192 -1.56456  0.000
H: 15.06250 -15.95796 1.67859  0.000
H: 15.42169 -15.50960 -0.50374  0.000
H: 11.70650 -15.90054 0.55071  0.000
H: 9.53704 -10.27695 -0.90597  0.000
C: 13.62276 -14.41753 2.85217  0.002
H: 6.36073 -14.30972 -0.69676  0.000
C: 14.54559 -16.13854 -0.35104  0.001
N: 13.71982 -11.95212 1.40340  0.065
C: 11.84110 -15.22317 1.40728  0.000
C: 17.75636 -10.06365 -1.19451  -0.001
H: 13.46130 -15.31375 3.50786  0.002
C: 8.62744 -10.85065 -0.87008  0.000
H: 6.97540 -14.45863 3.07149  0.000
C: 7.88433 -14.04592 2.62775  0.000
C: 12.71878 -13.24307 3.33070  0.000
H: 13.97177 -16.14644 -2.37341  0.001
C: 12.22251 -12.79452 -3.12963  0.004
Cu: 13.45474 -13.25165 0.03301  0.718
C: 15.50825 -10.58711 0.39628  0.000
C: 17.10223 -11.24501 -1.37801  0.001
H: 11.75398 -11.69758 2.11093  0.000
C: 7.54343 -12.86181 1.67447  0.000

Record 2
The following is a DFT calculation (the ωB97M-V functional and the def2-TZVPD basis) of 21 unconnected molecules or ions with the total composition H43O21 in a non-equilibrium geometry.

As for the net charge: +1. The LUMO energy is -2.301 eV. As for the total energy: -1605.5496 a.u. The multiplicity is 1.

Last column: natural (NBO) charge in e.
Cartesian coordinates (Å):
H: -0.75572 1.06882 2.69398  0.529
O: -0.36159 4.91689 -0.29555  -0.971
O: 1.12447 1.79061 -2.44100  -0.972
H: 1.18341 -0.87667 -0.30073  0.483
O: 1.81635 3.56066 2.08389  -0.978
H: 0.20457 1.73294 -0.80457  0.563
O: 2.02814 -2.61311 -4.47275  -0.935
O: 2.76341 -3.57210 -0.38378  -0.949
H: 2.31602 -2.80718 -3.56987  0.474
H: 0.64264 -2.72198 1.39027  0.494
H: -3.88808 -1.38716 -0.80121  0.507
H: 4.27274 -0.61782 -2.44336  0.471
H: -3.33776 -2.58476 -1.71206  0.471
H: 1.73328 1.22060 1.62095  0.474
O: 1.37957 0.35320 1.52217  -0.984
H: -1.87885 -0.68531 -4.96546  0.497
H: 1.72129 -1.80246 4.40074  0.468
H: -0.50759 3.05589 -0.34322  0.549
H: 1.32628 0.86351 -2.22988  0.501
H: 1.60942 -0.17200 2.30444  0.502
H: 0.23164 5.20378 0.38996  0.489
H: -1.53591 -1.02747 0.00383  0.487
O: -0.24724 1.88715 4.16764  -0.969
H: 2.41058 -1.74225 -4.66059  0.462
H: 3.54679 -3.02102 -0.25722  0.510
H: 1.31502 -2.32503 -0.71258  0.488
H: 4.92496 -0.32651 -1.11269  0.469
H: 2.50247 2.87229 2.10524  0.492
O: -0.68711 2.12402 -0.54329  -0.804
H: -3.12966 0.32831 -4.69231  0.492
H: 2.26701 -2.03332 3.00963  0.502
O: -1.92788 -0.17971 -0.18900  -0.966
H: 1.98147 -3.36343 0.94958  0.495
H: -1.46575 -4.01265 -0.26902  0.492
H: 2.24978 4.07646 1.38331  0.465
H: -2.70169 1.19177 -2.66388  0.478
H: -4.30636 -0.83154 -2.82998  0.515
H: 4.33622 1.72238 3.29593  0.505
O: -3.72553 -1.00273 2.11086  -0.970
H: -2.29751 0.16557 0.62883  0.489
H: 3.62959 0.75160 2.26422  0.501
H: 3.05655 -4.47304 -0.56523  0.502
O: 1.53047 -2.91173 1.71545  -1.015
H: -0.40672 1.27196 4.90093  0.488
O: -2.62072 -0.43920 -4.42029  -0.985
O: -3.69229 -2.35605 -0.82809  -0.991
O: 2.46985 -1.52837 3.84916  -0.994
H: -1.22318 1.65541 0.16267  0.583
O: -0.98588 1.61982 1.87654  -0.993
O: -4.28841 -0.14216 -2.13791  -0.981
O: -2.99585 1.98761 -2.26267  -0.951
H: -5.07657 0.41959 -2.14993  0.486
H: -1.84260 -2.74367 0.52928  0.492
O: 3.59556 1.60970 2.69341  -0.982
H: -0.87972 5.66085 -0.60770  0.505
O: -1.11306 -3.26789 0.22102  -0.979
O: 4.07394 -0.52429 -1.50754  -0.939
H: -0.50929 2.44272 1.98874  0.487
H: -4.50185 -0.88930 1.56169  0.485
H: -3.75672 1.57420 -1.75263  0.464
H: 0.77660 1.84414 -3.32484  0.496
O: 1.26795 -1.42723 -1.09187  -0.983
H: 0.30777 2.58923 4.48729  0.499
H: -3.94877 -1.15256 3.03106  0.488

Record 3
The following is a DFT calculation (the ωB97M-V functional and the def2-TZVPD basis) of C6H11BrN2SSi in the gas phase in a non-equilibrium geometry.

The LUMO energy is 0.604 eV. Its SMILES is C[Si](C)(CBr)n1cc[nH]c1=S. As for the total energy: -3606.4442 a.u. The multiplicity is 1.

Last column: natural (NBO) charge in e.
Cartesian coordinates (Å):
Si: 0.14377 0.52535 -0.87649  1.831
Br: -0.53950 3.35082 -2.05119  0.021
C: -1.04893 -0.17157 -2.01640  -1.230
H: -1.17110 2.26615 0.19013  0.259
S: -2.99178 -1.05020 1.28199  -0.286
C: 0.51528 -1.53101 2.53273  -0.067
H: -1.96958 -0.51716 -1.39895  0.293
C: -0.27368 2.32765 -0.45618  -0.971
H: -0.70203 -1.10639 -2.49870  0.261
N: -0.77988 -1.70725 2.43342  -0.528
H: 1.86337 -0.44166 1.37853  0.226
H: 0.39189 3.05224 0.09577  0.265
H: 1.01512 -1.89743 3.35541  0.217
H: 2.74316 0.71993 -0.76729  0.250
H: -1.37017 0.56192 -2.81748  0.269
C: -1.34355 -1.00542 1.35251  0.213
N: -0.24852 -0.47438 0.68576  -0.706
H: -1.34851 -2.11814 3.14772  0.427
H: 2.09186 -0.88264 -1.46648  0.250
H: 2.21300 0.63840 -2.20399  0.245
C: 0.85308 -0.73208 1.46078  -0.129
C: 1.95669 0.19288 -1.36160  -1.109

Record 4
The following is a DFT calculation (the ωB97M-V functional and the def2-TZVPD basis) of 3 unconnected molecules or ions with the total composition C32H59Br2IN3O4 in a non-equilibrium geometry.

The LUMO energy (alpha / beta) is 0.466 / 0.407 eV. As for the expectation value of S²: 3.762. As for the total energy: -7165.4872 a.u. The multiplicity is 4.

Last column: Löwdin spin population.
Cartesian coordinates (Å):
C: 3.03960 0.87538 0.04412  0.027
H: 3.11884 5.44981 -0.27794  0.000
H: 2.58752 -0.12984 1.91795  0.000
H: -4.85483 -4.43153 4.28130  0.000
H: 4.99373 2.84559 0.83970  0.004
H: -1.96375 -4.22732 -0.93916  0.000
O: 1.71320 2.25182 1.37175  0.495
C: -5.12969 0.51564 -3.08964  0.003
H: 6.10174 0.48929 1.18868  0.000
H: -1.32301 2.14187 -0.07330  0.000
H: -2.88831 -6.62374 1.19118  0.001
H: -4.55876 -0.36702 -3.37964  0.001
C: -2.68065 -3.99193 -0.15195  -0.001
H: 7.36898 0.20441 -0.03310  0.000
H: 0.53190 -3.63714 3.17309  0.001
O: -2.02518 2.23414 -2.36945  0.512
H: 1.00191 2.46575 -1.78197  0.000
C: 1.16649 3.36146 -1.18229  0.019
H: 4.01749 -0.75703 1.08186  0.000
H: -3.93986 -2.93827 4.49364  -0.001
C: 7.05366 0.82742 0.80031  0.000
H: 4.93200 0.17267 -0.77024  0.000
H: -5.88186 3.07774 -2.97623  0.002
H: -0.07214 -4.22331 0.79788  0.002
H: 3.77845 0.63957 -1.96905  0.000
O: 6.48806 0.06304 -2.64668  0.000
H: -4.55907 2.19748 -5.03190  0.000
H: -4.29463 2.27221 0.94346  0.002
H: 4.91665 2.37979 -3.40420  0.000
H: -1.60257 -2.82814 3.99819  0.002
H: 3.93674 4.18977 -1.93390  0.000
C: 2.53975 3.36388 -0.49265  0.025
H: -1.87281 -6.58257 3.43632  0.000
H: -3.10396 2.96741 -4.38720  -0.001
H: 2.13078 -0.97471 -0.55140  0.002
H: -4.35788 3.83358 -2.53307  0.002
H: -1.28357 0.40148 -0.36242  0.000
C: -2.15262 -4.56624 1.15576  0.026
C: -1.44902 -3.91101 3.96801  0.017
H: 0.36996 3.48804 -0.45073  0.002
C: -4.96799 2.93583 -2.39445  0.017
C: 3.61800 3.20944 -1.57513  -0.001
H: -2.03140 1.04014 1.10937  0.000
Br: 5.92176 4.81454 -0.27596  0.000
C: 2.65364 4.66671 0.32375  0.005
H: 1.63689 0.36774 -1.57274  0.000
H: 1.13326 4.21696 -1.86726  0.002
H: 6.21830 3.27600 -2.66506  0.000
H: -0.92990 -2.82160 1.42145  0.002
H: 7.78489 0.69377 1.60363  0.000
H: 3.25551 4.52523 1.22375  -0.001
H: 1.66321 5.00672 0.62846  0.000
C: -1.88199 1.21879 0.04440  -0.001
H: -3.38765 3.35229 -0.10513  0.002
C: -4.21099 1.73797 -2.97305  0.026
O: -3.64603 -3.07541 2.11946  0.517
N: 2.61034 2.23097 0.46670  0.387
H: -3.64125 -4.43648 -0.41556  0.000
H: -3.63934 -0.44535 0.63364  0.000
C: -3.70198 2.06042 -4.37168  -0.001
H: -3.66274 -4.30279 5.58267  0.000
H: -5.74158 3.70687 -0.54158  0.001
H: -5.67497 0.28577 -2.17987  0.000
C: 6.98958 2.31191 0.44516  0.001
H: -1.73930 -6.28325 -0.09347  0.000
H: -3.73620 -0.80311 -1.08061  0.001
C: -4.03868 2.47246 -0.09949  0.017
I: 7.91776 1.74717 -4.59856  0.000
H: 0.97482 0.21329 0.08445  0.002
H: -2.63469 -6.26388 4.97761  0.000
C: -2.72106 -6.09374 3.90449  0.003
N: -3.02174 1.46725 -2.10213  0.388
N: -3.15054 -4.25795 2.23234  0.384
C: 5.64874 2.34627 -2.58547  0.000
H: 7.21412 2.86860 1.35670  0.000
C: -2.78811 -4.58248 3.65220  0.026
H: -3.63306 -6.58115 3.55846  0.001
C: -5.29534 2.78171 -0.91041  0.001
H: -0.05323 -5.27430 3.02319  0.000
C: -3.24585 1.27630 -0.63189  0.026
C: 1.85810 0.08666 -0.54177  0.020
C: -1.97319 -6.08374 0.95152  0.003
H: -5.04766 0.04955 -0.26602  0.000
C: 3.46434 0.15036 1.33245  0.005
C: 4.84330 2.31437 -1.25721  0.001
H: -1.13840 -4.21721 4.96957  0.002
H: -1.16202 -6.50360 1.54264  0.000
H: -2.79758 -2.91243 -0.10523  -0.001
H: 3.13834 2.71014 -2.42566  0.000
C: 5.63550 2.88109 -0.04632  0.006
C: 6.54926 1.20657 -2.97656  0.000
H: -3.09376 1.24316 -4.76060  0.000
H: -5.86958 0.70911 -3.86647  0.000
C: 4.19459 0.92983 -0.99715  -0.001
C: -3.88139 -4.02145 4.55209  -0.001
C: -3.96531 -0.04911 -0.32784  0.004
C: -0.82272 -3.90605 1.52610  0.017
Br: 8.51974 2.71868 -0.68653  0.001
H: 4.09680 0.78827 1.95429  -0.001
C: -0.35760 -4.22711 2.94550  0.001
H: -6.04929 2.00374 -0.76429  0.000

Record 5
The following is a DFT calculation (the ωB97M-V functional and the def2-TZVPD basis) of C5H10N2 in the gas phase in a non-equilibrium geometry.

The LUMO energy is 0.990 eV. Its SMILES is C/C=C/N=C(\C)N. As for the total energy: -305.9662 a.u. The multiplicity is 1.

Last column: natural (NBO) charge in e.
Cartesian coordinates (Å):
C: -0.59263 1.23616 -0.23388  0.003
C: -2.54630 -0.26797 0.33186  -0.642
C: -1.17885 0.29314 0.57980  -0.291
H: -0.81891 0.22270 1.60191  0.200
H: -3.30593 0.23664 0.93853  0.207
H: -2.56572 -1.33322 0.58266  0.209
N: 0.71783 1.44968 -0.05618  -0.562
H: 0.54174 -0.56219 -1.83689  0.241
H: 0.78996 -1.73507 -0.53555  0.231
C: 1.19956 -0.84147 -1.01394  -0.693
H: -1.06844 1.66532 -1.11516  0.180
C: 1.33587 0.25565 0.01891  0.487
H: 2.62171 1.02404 1.36594  0.412
H: 2.17491 -1.08966 -1.44570  0.222
H: -2.84235 -0.17225 -0.71680  0.205
N: 2.49823 0.23505 0.74603  -0.801
H: 3.03931 -0.61656 0.78844  0.393

Question: What is the multiplicity in the fifth record?
Answer: 1